Here is a molecular structure, C7H7CuN5O4 at a distorted geometry from OMol25. Energies are from ωB97M-V/def2-TZVPD.

Computed properties:
Spin multiplicity = 2
Frontier orbital gap (alpha / beta) = 8.14 / 3.81 eV
E_HOMO (alpha / beta) = -16.900 / -16.886 eV
E = -67627.58480 eV
Energy above the lowest of the compared OMol25 structures with the same formula, charge and spin = 25.5 kcal per mole
Net charge = +2

Structure (XYZ):
```
24
Properties=species:S:1:pos:R:3:mulliken_charge:R:1
Cu -0.611 0.814 -0.480 0.26
O -2.677 0.161 -2.672 -0.12
C -1.780 0.504 -2.027 0.53
C 1.910 0.301 0.832 0.20
O 2.530 0.180 1.804 -0.21
C -0.575 2.367 0.077 0.25
O -0.858 3.086 0.991 -0.18
C 0.698 -1.515 -1.187 0.23
O 0.844 -2.621 -1.431 -0.19
C 1.062 1.857 -3.071 -0.33
H 0.724 0.925 -3.552 0.36
H 0.257 2.614 -3.006 0.38
C 2.138 1.905 -2.271 -0.28
H 2.206 2.665 -1.484 0.37
H 2.731 1.013 -2.079 0.34
N -0.242 -2.882 3.087 -0.55
N -0.742 -1.924 2.233 0.92
N -1.847 -1.230 2.573 -0.70
C -1.806 -0.240 1.691 -0.33
N -0.741 -0.322 0.926 0.49
N 0.018 -1.358 1.296 -0.51
H 0.306 -3.539 2.558 0.30
H -1.010 -3.313 3.602 0.34
H -2.534 0.553 1.592 0.41
```